Below is C46H48Cl5GeN6SW as an isolated structure in a non-equilibrium geometry, with properties calculated with wB97M-V/def2-TZVPD.

Computed properties:
max |F| = 3.47 eV/Å
net charge = +3
LUMO energy (alpha / beta) = -0.408 / -0.408 Ha
orbital gap (alpha / beta) = 4.44 / 4.44 eV
HOMO energy (alpha / beta) = -0.571 / -0.571 Eh
total energy = -189185.924 eV

Structure (XYZ):
```
108
C46H48Cl5GeN6SW (wB97M-V/def2-TZVPD)
W -0.381 -0.916 -0.701
C -2.167 -6.672 -1.653
C -2.995 -5.420 -1.902
N -2.874 -4.432 -0.844
C -1.819 -3.664 -0.647
S -1.998 -2.359 0.552
N -0.692 -3.831 -1.284
N 0.231 -2.839 -1.171
C 1.497 -3.173 -1.406
C 1.889 -4.577 -1.675
C 2.412 -2.067 -1.333
C 3.799 -2.169 -1.531
C 4.596 -1.062 -1.345
C 4.000 0.141 -0.958
C 2.631 0.195 -0.829
N 1.825 -0.870 -1.006
H -2.402 -7.398 -2.424
H -2.404 -7.112 -0.690
H -1.107 -6.447 -1.694
H -4.050 -5.678 -1.967
H -2.678 -4.946 -2.833
H -3.626 -4.358 -0.171
H 1.289 -5.245 -1.059
H 2.940 -4.754 -1.479
H 1.679 -4.840 -2.714
H 4.239 -3.111 -1.813
H 5.664 -1.121 -1.478
H 4.597 1.018 -0.774
H 2.135 1.126 -0.564
Cl -1.414 -2.143 -3.451
C -2.674 -1.231 -2.706
C -2.222 -0.443 -1.650
C -3.094 0.508 -1.102
Cl -3.616 -0.073 1.926
C -4.396 0.608 -1.591
Cl -5.484 1.838 -1.100
C -4.858 -0.297 -2.571
Cl -6.467 -0.217 -3.118
C -3.984 -1.239 -3.151
Cl -4.508 -2.316 -4.368
C 2.323 -0.550 5.910
C 3.127 -0.212 4.638
C 4.358 -1.123 4.565
C 3.594 1.247 4.681
C 2.202 -0.457 3.480
C 2.172 -1.693 2.807
C 1.371 -1.867 1.709
N 0.576 -0.898 1.205
C 0.461 0.244 1.948
C 1.273 0.490 3.052
C -0.664 1.059 1.528
C -1.254 2.019 2.397
C -2.565 2.351 2.259
C -3.299 1.567 1.217
C -2.438 1.367 -0.034
N -1.160 0.720 0.329
C -3.282 3.385 3.068
C -4.692 2.934 3.471
C -3.397 4.608 2.123
C -2.510 3.797 4.323
H 2.969 -0.419 6.773
H 1.982 -1.582 5.889
H 1.457 0.098 6.019
H 5.071 -0.826 5.328
H 4.848 -1.042 3.596
H 4.105 -2.163 4.753
H 4.307 1.370 5.489
H 2.781 1.942 4.863
H 4.091 1.518 3.753
H 2.791 -2.512 3.134
H 1.350 -2.821 1.192
H 1.187 1.431 3.571
H -0.679 2.405 3.218
H -4.272 1.981 0.972
H -2.220 2.364 -0.465
H -5.350 2.801 2.617
H -5.135 3.694 4.108
H -4.652 2.007 4.039
H -3.928 4.359 1.208
H -2.414 4.997 1.871
H -3.950 5.388 2.638
H -2.367 2.944 4.982
H -3.082 4.541 4.869
H -1.549 4.243 4.083
Ge -0.058 0.601 -2.766
C 1.608 0.128 -3.849
C 2.706 0.975 -3.760
C 3.817 0.754 -4.556
C 3.852 -0.327 -5.419
C 2.757 -1.168 -5.515
C 1.640 -0.949 -4.723
C 0.079 2.573 -2.363
C 0.343 3.112 -1.108
C 0.421 4.483 -0.929
C 0.255 5.332 -2.010
C 0.023 4.806 -3.271
C -0.086 3.436 -3.444
H -1.052 0.721 -3.920
H 2.678 1.842 -3.113
H 4.650 1.438 -4.500
H 4.734 -0.512 -6.014
H 2.771 -1.996 -6.206
H 0.785 -1.602 -4.829
H 0.488 2.461 -0.249
H 0.608 4.888 0.053
H 0.300 6.401 -1.867
H -0.085 5.463 -4.119
H -0.281 3.024 -4.424
```

---

Below is a 3-piece molecular cluster, C46H48IN5O4PS overall in a non-equilibrium geometry, with properties calculated with wB97M-V/def2-TZVPD.

Computed properties:
max |F| = 4.81 eV/Å
net charge = +1
LUMO energy = -0.123 Ha
orbital gap = 7.52 eV
HOMO energy = -0.399 Eh
total energy = -92336.593 eV

Structure (XYZ):
```
106
C46H48IN5O4PS (wB97M-V/def2-TZVPD)
C -0.737 -7.592 -6.533
C 0.770 -7.565 -6.031
C 0.896 -6.778 -4.667
C 2.107 -5.769 -4.666
C 1.649 -4.239 -4.751
C 2.970 -3.380 -4.521
C 3.070 -2.095 -5.412
N 2.155 -0.970 -5.038
C 1.244 -0.489 -5.996
N 1.507 0.061 -7.154
P 3.173 0.334 -7.740
N 3.461 1.896 -7.701
C 0.417 0.517 -8.059
C -0.599 -0.468 -8.381
C -1.692 -0.018 -9.251
C -1.650 1.377 -9.714
C -0.511 2.175 -9.288
N 0.507 1.792 -8.478
N -0.065 -0.716 -5.406
C 0.071 -1.234 -3.991
S -1.225 -0.639 -2.821
C 1.574 -0.916 -3.687
C 1.653 0.636 -3.272
C 1.601 0.786 -1.680
C 0.472 1.790 -1.183
I 3.532 1.356 -0.844
H -1.192 -6.597 -6.275
H -1.330 -8.447 -6.115
H -0.780 -7.717 -7.654
H 1.358 -7.078 -6.862
H 1.134 -8.623 -5.984
H -0.054 -6.223 -4.463
H 1.052 -7.551 -3.863
H 2.753 -5.830 -3.748
H 2.760 -5.944 -5.570
H 0.957 -4.102 -3.876
H 1.184 -3.994 -5.739
H 3.817 -4.050 -4.850
H 3.165 -3.196 -3.428
H 4.121 -1.714 -5.474
H 2.783 -2.413 -6.459
H 4.162 -0.285 -6.934
H 3.294 -0.065 -9.107
H 4.283 2.022 -7.095
H -0.532 -1.502 -7.988
H -2.525 -0.693 -9.543
H -2.475 1.757 -10.361
H -0.470 3.227 -9.669
H -0.374 0.259 -5.216
H -0.238 -2.304 -4.140
H -2.419 -0.608 -3.497
H 2.093 -1.390 -2.827
H 2.652 1.058 -3.574
H 0.869 1.251 -3.783
H 1.356 -0.214 -1.222
H -0.023 2.315 -2.035
H -0.325 1.168 -0.683
H 0.835 2.509 -0.408
C -1.180 2.853 5.334
C -1.826 3.654 6.272
C -2.497 4.798 5.863
C -2.516 5.151 4.518
C -1.848 4.361 3.581
C -1.190 3.205 3.992
C -1.817 4.751 2.150
O -1.237 4.060 1.330
C -2.497 6.003 1.734
C -2.430 6.414 0.406
C -3.073 7.576 0.005
C -3.795 8.328 0.927
C -3.861 7.925 2.253
C -3.205 6.768 2.662
C -3.253 6.367 4.091
O -3.879 7.025 4.897
H -0.663 1.955 5.654
H -1.806 3.384 7.321
H -3.003 5.416 6.595
H -0.681 2.581 3.267
H -1.872 5.831 -0.317
H -3.015 7.896 -1.029
H -4.304 9.231 0.612
H -4.420 8.516 2.969
C 1.018 1.414 12.493
C 1.387 0.257 13.174
C 1.230 -0.984 12.573
C 0.692 -1.074 11.293
C 0.299 0.085 10.620
C 0.475 1.329 11.219
C -0.321 0.002 9.274
O -0.660 1.012 8.685
C -0.530 -1.334 8.663
C -1.162 -1.433 7.427
C -1.350 -2.677 6.841
C -0.899 -3.826 7.484
C -0.273 -3.733 8.718
C -0.095 -2.489 9.315
C 0.544 -2.404 10.653
O 0.935 -3.408 11.215
H 1.150 2.383 12.960
H 1.800 0.324 14.173
H 1.523 -1.881 13.104
H 0.185 2.232 10.696
H -1.513 -0.541 6.921
H -1.848 -2.752 5.881
H -1.040 -4.797 7.022
H 0.073 -4.631 9.216
```

---

Below is C46H48MgN3OP as an isolated structure in a non-equilibrium geometry, with properties calculated with wB97M-V/def2-TZVPD.

Computed properties:
max |F| = 3.39 eV/Å
net charge = -2
LUMO energy (alpha / beta) = 0.137 / 0.145 Ha
orbital gap (alpha / beta) = 2.16 / 3.83 eV
HOMO energy (alpha / beta) = 0.058 / 0.005 Eh
total energy = -69726.163 eV

Structure (XYZ):
```
100
C46H48MgN3OP (wB97M-V/def2-TZVPD)
Mg 1.403 -1.942 -1.563
N -0.235 2.189 -1.794
N 1.524 -0.296 -2.964
C 2.846 -2.339 0.816
C 1.742 -3.065 0.246
C 0.534 -2.409 0.677
C -0.848 -2.832 0.345
H -0.919 -3.374 -0.609
H -1.510 -1.961 0.255
H -1.300 -3.485 1.110
C 0.905 -1.379 1.576
C -0.041 -0.531 2.323
H -0.586 -1.112 3.079
H -0.793 -0.089 1.653
H 0.484 0.278 2.839
C 2.314 -1.332 1.647
C 3.103 -0.441 2.537
H 2.522 0.431 2.847
H 4.005 -0.069 2.040
H 3.430 -0.948 3.456
C 1.786 -4.302 -0.590
H 1.322 -5.172 -0.102
H 2.814 -4.622 -0.842
H 1.202 -4.149 -1.527
C 4.274 -2.684 0.718
H 4.866 -1.805 0.436
H 4.462 -3.449 -0.042
H 4.691 -3.059 1.667
C -1.129 3.158 -1.738
H -0.892 4.037 -1.128
C -2.367 3.085 -2.419
H -3.100 3.870 -2.295
C -2.593 1.984 -3.254
H -3.474 1.917 -3.886
C -1.690 0.926 -3.218
H -1.808 0.023 -3.809
C -0.542 1.001 -2.386
C 0.195 -0.294 -2.370
H -0.410 -1.128 -2.745
C 2.568 0.089 -2.157
C 2.055 -1.239 -3.913
H 1.413 -1.581 -4.714
C 3.407 -1.127 -3.834
H 4.164 -1.507 -4.505
N 3.723 -0.277 -2.766
C 4.967 0.119 -2.223
C 5.978 -0.808 -1.989
C 6.983 -0.452 -1.069
H 7.790 -1.162 -0.864
C 6.954 0.768 -0.379
C 8.014 1.132 0.629
H 7.579 1.258 1.633
H 8.481 2.091 0.361
H 8.796 0.368 0.679
C 5.907 1.660 -0.597
H 5.881 2.590 -0.016
C 4.874 1.349 -1.509
C 3.686 2.104 -1.711
H 3.461 2.407 -2.738
H 3.265 2.740 -0.931
H 2.358 0.930 -1.486
C 5.939 -2.180 -2.563
H 6.010 -2.173 -3.652
H 5.037 -2.737 -2.283
H 6.783 -2.749 -2.173
O -2.484 0.150 0.519
P -3.783 0.644 1.112
C -3.500 2.145 2.076
C -3.528 2.118 3.483
C -3.049 3.213 4.210
C -2.536 4.328 3.541
C -2.550 4.375 2.143
C -3.041 3.295 1.408
C -4.929 0.957 -0.237
C -4.817 0.138 -1.371
C -5.707 0.287 -2.428
C -6.721 1.246 -2.362
C -6.825 2.080 -1.244
C -5.918 1.950 -0.183
C -4.575 -0.539 2.229
C -5.910 -0.352 2.631
C -6.486 -1.226 3.558
C -5.744 -2.295 4.066
C -4.426 -2.499 3.648
C -3.839 -1.626 2.728
H -3.921 1.252 4.016
H -3.074 3.189 5.296
H -2.131 5.163 4.111
H -2.175 5.260 1.626
H -3.064 3.344 0.317
H -4.019 -0.604 -1.431
H -5.609 -0.353 -3.309
H -7.426 1.347 -3.189
H -7.615 2.834 -1.191
H -5.990 2.620 0.678
H -6.502 0.473 2.228
H -7.515 -1.066 3.879
H -6.196 -2.974 4.788
H -3.849 -3.339 4.038
H -2.808 -1.781 2.400
```

---

Below is C46H49AsBrN4O2P2Pd as an isolated structure, with properties calculated with wB97M-V/def2-TZVPD.

Computed properties:
max |F| = 0.69 eV/Å
spin multiplicity = 5
net charge = +3
ΔE to the lowest compared entry with this formula, charge and spin = 12.0 kcal per mole
LUMO energy (alpha / beta) = -0.262 / -0.389 Ha
orbital gap (alpha / beta) = 7.98 / 5.48 eV
<S²> = 6.0422
HOMO energy (alpha / beta) = -0.556 / -0.591 Eh
total energy = -211466.310 eV

Structure (XYZ):
```
106
C46H49AsBrN4O2P2Pd (wB97M-V/def2-TZVPD)
Pd 1.119 -0.972 -0.021
C -1.680 1.362 -1.785
N -2.384 1.714 -0.551
C -1.653 2.634 0.342
P -0.049 1.965 1.096
C -0.644 1.201 2.594
C 0.127 1.322 3.754
C -0.393 0.905 4.971
C -1.661 0.343 5.031
C -2.409 0.171 3.869
C -1.901 0.589 2.653
C 0.692 3.529 1.566
C 1.720 4.044 0.776
C 2.279 5.274 1.082
C 1.817 5.988 2.182
C 0.800 5.474 2.973
C 0.217 4.255 2.659
C -3.680 1.400 -0.352
C -4.218 0.222 -0.955
C -5.544 -0.070 -0.808
C -6.380 0.791 -0.074
C -5.863 1.949 0.528
C -4.536 2.256 0.409
P -0.388 -0.021 -1.862
C 0.511 0.750 -3.247
C 1.160 1.958 -2.971
C 1.737 2.698 -3.988
C 1.679 2.233 -5.297
C 1.051 1.028 -5.579
C 0.465 0.286 -4.559
C -1.272 -1.438 -2.583
C -0.926 -2.724 -2.160
C -1.564 -3.845 -2.680
C -2.558 -3.691 -3.633
C -2.903 -2.419 -4.080
C -2.265 -1.303 -3.563
H -1.125 2.254 -2.069
H -2.398 1.150 -2.570
H -2.260 2.917 1.194
H -1.338 3.519 -0.212
H 1.111 1.774 3.713
H 0.189 1.032 5.874
H -2.071 0.036 5.985
H -3.391 -0.282 3.919
H -2.488 0.439 1.755
H 2.105 3.472 -0.061
H 3.077 5.674 0.470
H 2.250 6.949 2.423
H 0.465 6.017 3.847
H -0.588 3.876 3.276
H -3.569 -0.449 -1.504
H -5.953 -0.966 -1.255
H -7.435 0.566 0.017
H -6.521 2.616 1.069
H -4.162 3.182 0.821
H 1.212 2.325 -1.948
H 2.233 3.634 -3.765
H 2.118 2.814 -6.097
H 0.998 0.671 -6.599
H -0.033 -0.644 -4.802
H -0.135 -2.864 -1.429
H -1.284 -4.833 -2.338
H -3.055 -4.560 -4.046
H -3.665 -2.299 -4.840
H -2.533 -0.327 -3.953
Br 2.252 -4.026 0.530
C 3.343 -2.719 1.360
C 4.534 -3.022 1.993
C 5.245 -1.962 2.544
C 4.746 -0.665 2.471
C 3.543 -0.472 1.829
N 2.874 -1.485 1.280
C 2.850 0.868 1.733
O 3.202 1.814 2.369
O 1.789 0.843 0.898
H 4.887 -4.041 2.065
H 6.191 -2.152 3.034
H 5.264 0.176 2.911
C -3.638 -3.666 1.602
C -2.285 -3.096 1.876
C -1.494 -3.117 2.999
C -0.321 -2.414 2.665
N -0.383 -1.990 1.402
N -1.593 -2.404 0.952
C 0.838 -2.174 3.576
H -3.860 -4.453 2.318
H -3.699 -4.092 0.599
H -4.413 -2.903 1.696
H -1.724 -3.577 3.947
H -1.853 -2.253 -0.010
H 0.474 -1.999 4.587
H 1.422 -1.311 3.272
H 1.486 -3.052 3.613
C 4.641 -2.261 -1.466
As 3.025 -1.264 -1.846
C 2.468 -2.257 -3.413
C 3.853 0.343 -2.549
H 5.179 -2.297 -2.414
H 4.432 -3.275 -1.139
H 5.255 -1.743 -0.731
H 3.108 -1.966 -4.244
H 1.431 -2.079 -3.674
H 2.608 -3.317 -3.204
H 3.599 0.456 -3.601
H 4.930 0.233 -2.442
H 3.532 1.224 -2.002
```